1.
The following is a DFT calculation (the ωB97M-V functional and the def2-TZVPD basis) of a 6-piece molecular cluster, C36H26ClN3O23P2S overall in a non-equilibrium geometry.

Summary:
E_HOMO   -8.207 eV
Energy relative to the best compared isomer or geometry (same formula, charge and spin)   5.265 eV
SMILES string   NP(O)c1cc(Cl)c2nsnc2c1P(O)O.O=C1C=C(O)C(=O)C=C1O.O=C1C=C(O)C(=O)C=C1O.O=C1C=C(O)C(=O)C=C1O.O=C1C=C(O)C(=O)C=C1O.O=C1C=C(O)C(=O)C=C1O

```
92
Properties=species:S:1:pos:R:3:forces:R:3
H -0.64308 -1.17464 1.87738 -0.23 0.16 -0.42
H -2.20696 -8.50619 -1.81303 0.02 0.05 -0.05
C -1.54078 -5.38712 -3.16084 0.27 0.81 -0.45
C 2.81431 -1.96762 1.39957 3.70 1.16 -2.86
C 10.73047 3.85328 -2.42678 0.19 0.18 0.24
H -7.82234 5.01122 -1.40035 0.18 -0.28 0.22
C -1.29797 -7.09220 -4.88858 0.48 -0.02 -1.86
S 7.00632 -0.80240 -2.00381 -5.37 -2.76 3.21
O -1.09163 -0.49397 1.32966 -1.59 -0.09 1.49
O -7.91776 3.92490 4.18729 1.37 1.00 0.98
O -6.68173 5.67190 -3.14513 0.40 -0.60 0.52
H -2.98254 1.16463 0.54081 -0.06 -0.07 0.11
C -1.23866 -5.80595 -4.53823 -0.06 0.34 0.30
H -0.96900 -5.02986 -5.24341 -0.02 -0.05 0.05
H -1.12714 -8.46904 -6.18201 0.04 0.38 0.01
O -3.22821 3.98381 3.58265 -0.46 0.37 0.58
C -4.54658 4.67490 -3.34517 -0.32 0.15 0.02
C -5.57784 3.90610 3.83972 0.37 0.03 -0.01
O 11.52610 3.39274 1.24474 -0.42 0.31 -2.01
C -2.63381 -1.08561 3.14921 0.22 -0.70 0.73
C 10.97189 3.15593 0.00019 0.53 -0.10 1.90
C 11.29480 4.11388 -1.09328 0.47 0.91 -0.51
H -6.47139 0.91927 3.37332 0.11 -0.31 0.25
C -1.67387 -8.14535 -3.90510 -0.21 -1.01 0.47
C -3.67240 3.79965 -2.84479 1.51 0.11 -1.18
H -5.48681 2.66442 -0.06926 0.06 0.07 -0.13
C 4.12921 -0.96478 1.27958 -1.99 -2.73 -1.61
C -6.50335 5.34123 5.61298 -0.31 0.68 0.83
C 9.93694 2.80149 -2.63817 -0.44 0.11 -1.84
O -2.14756 -6.04454 -0.87201 0.44 0.23 -1.96
H 8.86605 1.73511 -3.78453 0.22 0.37 -0.08
C -1.95240 -7.72868 -2.52184 0.03 -0.25 -0.29
O -1.50909 -4.21158 -2.81263 -0.06 -0.71 0.15
H -0.82221 -3.10031 -0.59220 1.00 -0.16 1.28
O 4.14561 -4.20241 -3.89557 -0.62 -0.58 1.52
H -2.20872 5.27581 5.02250 -0.24 0.19 0.24
H -4.13586 -1.42753 4.70440 0.00 0.03 -0.06
C -2.32145 -0.29230 1.92887 1.58 0.05 -1.11
H 1.82417 -5.67374 1.91206 -1.04 0.70 -0.22
H 3.25223 -5.90883 -0.77520 0.81 -0.11 -1.80
C -4.08251 5.33157 5.31173 1.48 0.86 0.84
C -4.22438 4.36807 4.18515 0.15 -0.64 -0.77
O 12.01430 5.07983 -0.86466 -0.51 -0.83 0.12
O -6.02051 0.24308 3.92445 1.37 0.27 -1.34
O -0.37914 -3.14393 0.30668 1.55 -1.51 -0.49
H -4.33348 5.25658 -4.23285 -0.02 -0.04 0.05
C -3.98476 3.00634 -1.62445 -0.21 -0.47 0.79
P 3.16445 -4.45238 -2.47817 -0.99 -0.86 -0.63
O -2.80548 5.74211 5.64758 -1.38 -0.99 -1.02
O -7.37145 4.33503 -0.84921 1.39 0.24 -1.36
O 9.40537 2.54912 -3.88954 0.31 -0.34 1.93
C 9.59208 1.85950 -1.53823 -0.20 -0.56 0.77
H -1.99403 2.91731 -2.89629 -0.18 0.28 -0.24
H -5.66514 3.19225 3.03069 0.00 0.14 0.01
C -4.50115 0.79440 2.07309 0.55 0.29 -0.77
H 3.65870 -4.42085 -4.74506 0.39 0.25 1.94
H 9.93074 1.40317 0.57572 -0.01 0.05 -0.05
C -3.19564 0.58295 1.42849 -0.50 0.23 0.08
P 1.01799 -4.23170 0.17570 -0.78 0.04 -1.01
C -4.80209 0.02084 3.30949 -1.45 -0.07 1.19
O 3.65626 -5.97178 -1.70072 -0.51 2.47 0.44
C 4.88680 -2.15589 -1.27929 -0.46 0.62 0.93
O -7.50276 5.75126 6.19367 0.55 -0.48 -0.60
O -2.44257 3.59798 -3.44400 -1.41 -0.29 1.33
H 2.08361 -1.91530 2.31398 1.76 0.06 -1.92
C -6.64315 4.35696 4.50492 -1.40 -0.85 -0.79
O -1.73828 -9.31671 -4.26115 0.14 0.94 -0.05
C 3.56976 -3.12784 -1.10906 0.53 1.19 2.33
H 0.45683 -4.71782 2.40715 0.75 -0.76 -0.42
C 5.10007 -1.08700 -0.04003 2.35 -0.34 -3.43
N 0.91135 -5.25149 1.63409 0.01 2.22 -0.15
O -5.33078 1.57995 1.62853 0.08 -0.58 0.62
O -3.16846 2.19600 -1.19880 -0.22 0.66 -0.71
C -5.85210 4.88635 -2.70057 -0.17 0.69 -0.75
C -3.92915 -0.85691 3.80775 0.29 -0.16 -0.01
H 12.06047 4.21004 1.14111 -0.22 -0.32 0.05
C 10.17554 2.10611 -0.21058 -0.31 -0.31 -0.31
H -2.03911 -5.06845 -0.87204 -0.06 -0.48 0.07
N 6.34417 -0.32236 -0.45883 -2.91 -2.21 0.11
H -8.51517 4.39582 4.80844 0.24 -0.19 -0.25
C -5.14826 5.78496 5.97454 -0.37 0.00 0.04
H 10.98755 4.54731 -3.21670 -0.02 -0.04 0.05
C -5.28009 3.23504 -0.96591 0.32 -0.18 -0.06
O 8.84527 0.91202 -1.75892 0.83 1.04 -0.18
O -1.01278 -7.49374 -6.18069 -0.52 -0.20 1.93
Cl 4.53550 0.31938 2.60468 -0.72 -2.30 -2.36
N 5.87551 -2.10714 -2.43212 -2.22 2.05 5.47
H -5.05979 6.48719 6.79391 -0.01 -0.04 -0.06
C -6.15303 4.11279 -1.46417 -1.36 -0.05 1.07
C -1.88966 -6.44278 -2.17089 -0.40 0.00 1.88
C 2.52317 -3.05691 0.19355 4.27 3.01 -0.53
O -1.81752 -1.89595 3.57486 -0.38 0.62 -0.44
```
Positions in Å, forces in eV/Å.



2.
The following is a DFT calculation (the ωB97M-V functional and the def2-TZVPD basis) of C36H26CrF6N9O4S4 as an isolated structure in a non-equilibrium geometry.

Summary:
E_HOMO (spin up / spin down)   -7.549 / -7.553 eV
Multiplicity   2

```
86
Properties=species:S:1:pos:R:3:forces:R:3
N 0.75140 1.70304 -0.63840 0.46 0.15 0.05
H 0.16101 2.47599 4.36474 0.03 0.15 0.14
H 1.37392 1.35529 -2.62108 0.08 -0.05 0.05
C -0.52364 -4.01832 -1.03934 0.01 0.22 0.04
C 2.05671 4.55169 2.42578 -0.14 -0.08 0.00
C 1.46833 7.97149 3.67203 0.06 0.46 0.17
C 0.13271 1.62600 3.71101 0.05 0.06 -0.43
H -2.70148 3.43598 -0.34436 -0.12 -0.14 -0.09
F -1.11583 -2.06813 -5.42162 0.02 0.40 0.02
S -0.55669 -0.27625 -3.48692 -0.17 -0.95 -0.03
H 1.33439 4.94277 -0.27960 0.01 0.20 0.11
N -1.94478 0.43258 -3.48783 0.14 -0.36 -0.15
O -1.67319 1.13493 -5.91329 0.30 0.01 -0.40
N 3.64957 -2.69780 0.87600 -0.08 0.30 0.04
H -1.32743 4.57059 2.42540 -0.09 -0.03 -0.03
C 3.29528 -4.20679 -3.16199 0.07 -0.14 0.02
N 0.18257 0.38590 1.80266 -0.44 0.32 -0.22
F -1.22497 2.83852 -2.66739 0.01 0.04 -0.12
C 1.55170 3.43075 -1.85189 0.06 0.16 0.20
F -1.94184 -2.53728 -3.48833 -0.01 0.24 0.04
H -5.97081 3.42934 -2.92705 -0.07 0.07 -0.07
C 4.26714 -5.73126 -1.05864 -0.16 0.35 0.20
F -2.13346 4.11189 -4.12472 -0.20 -0.22 -0.37
Cr 0.27275 -0.13644 -0.09332 1.29 1.33 -0.45
C 0.54203 2.80768 1.53653 0.15 -0.15 -0.52
F 0.16984 -2.78963 -3.85588 0.21 0.15 0.07
C -1.39127 3.00631 -3.99111 -0.19 0.24 0.43
S 2.59763 -0.36176 0.31778 -1.02 0.21 -0.27
C -1.58728 -4.81002 -1.42005 -0.01 -0.08 0.03
C -4.13491 0.84528 -1.73241 -0.08 0.29 0.16
C -3.11595 -3.30241 -0.35157 -0.04 -0.05 -0.06
H 1.94581 3.96259 -2.69716 0.04 0.08 -0.11
S -2.26096 1.45952 -4.66309 0.01 0.75 -0.22
S -2.14910 0.91525 0.17700 0.39 -0.14 0.89
H 2.88149 3.90081 2.17695 0.06 -0.05 -0.06
N 0.31952 -2.03509 0.06909 2.50 -2.14 0.67
C 1.21899 6.65272 3.22509 -0.16 -0.88 -0.27
H -0.05899 -1.48492 2.72068 -0.03 -0.15 -0.03
C -0.31734 4.92797 2.56310 0.09 -0.16 -0.05
N 1.68384 9.04539 4.00934 0.05 0.36 0.15
N 3.95460 -3.91647 0.45388 -0.30 0.06 1.18
H -0.91804 6.84501 3.31011 -0.01 0.03 0.01
H 2.92348 -3.60517 -3.97708 -0.02 0.07 -0.08
C -2.88458 -4.46161 -1.07478 -0.01 0.04 0.03
H -3.71318 -5.09185 -1.36400 -0.04 -0.02 -0.06
N -3.37945 2.92850 -0.90617 -0.01 -0.42 -0.07
H 3.67038 -5.92612 -4.38421 0.02 -0.04 -0.02
C 0.75151 4.10999 2.21366 0.03 0.19 0.22
H -2.23968 -1.61007 0.62962 -0.03 -0.07 -0.08
O -0.16111 -0.58845 -2.12206 -0.12 -0.02 0.52
C -4.32745 3.58610 -1.60204 -0.43 0.12 -0.18
C -0.75270 -2.84502 -0.31017 -1.12 -1.07 -0.08
H 0.48888 -4.27280 -1.31608 0.01 -0.02 -0.05
F -0.20879 3.24578 -4.53370 -0.01 -0.28 -0.22
C 3.81642 -4.42646 -0.81968 -0.32 -0.60 -1.28
C 0.01117 -0.41892 2.85093 -0.08 -0.19 0.01
N 1.41493 -2.73747 0.23539 -2.44 -0.87 -0.87
C 1.25349 2.05586 -1.81380 -0.01 0.08 0.03
C 0.26357 1.67355 2.30197 0.07 0.36 0.38
H 3.30696 6.16630 3.07519 0.00 0.01 0.00
H 4.66606 -6.31512 -0.24013 0.00 -0.07 0.07
H 4.60132 -4.40761 1.06445 0.00 0.42 -0.27
C 1.23126 3.92922 -0.61313 0.13 -0.16 -0.17
C 2.53848 -2.09239 0.48554 1.37 1.19 0.52
C 3.72117 -5.50753 -3.38928 -0.03 -0.07 -0.04
C -0.09002 6.19651 3.06126 0.16 0.16 0.06
H 3.04098 -2.63958 -1.73981 -0.10 0.03 -0.10
C 4.21268 -6.26119 -2.33227 -0.05 0.05 -0.23
O -3.64586 1.80595 -4.63340 -0.08 0.00 0.14
H -5.78898 0.94203 -3.06423 -0.04 -0.09 -0.12
C 2.29563 5.81369 2.92780 -0.13 0.15 0.06
H -4.34631 4.65886 -1.49054 0.06 0.05 -0.04
H -4.12760 -3.02885 -0.08730 -0.03 0.04 0.09
C -3.24626 1.57448 -0.91726 -0.36 0.00 -0.25
H -0.14339 -0.11220 5.03219 -0.03 -0.10 0.17
C -2.06054 -2.49570 0.03400 0.37 0.09 0.18
O 0.45792 0.27966 -4.31262 0.42 0.05 -0.37
H -4.02020 -0.22553 -1.76537 0.01 -0.05 0.01
H -1.40640 -5.69997 -2.00385 0.04 -0.09 -0.03
C 3.33932 -3.66487 -1.89385 0.13 -0.01 0.34
C -0.88586 -2.01764 -4.11694 -0.17 -0.09 0.08
C 0.77040 2.82771 0.16375 -0.13 0.33 0.36
C -0.02513 0.30103 4.05009 -0.04 -0.11 0.02
C -5.21732 2.89914 -2.37233 0.20 -0.05 0.19
C -5.10018 1.49708 -2.44993 -0.01 0.24 0.37
H 4.55524 -7.26971 -2.51026 0.04 -0.08 0.04
```
Positions in Å, forces in eV/Å.



no.,E (Ha)
1,-4822.94449
2,-5417.52893